# 1
{"formula": "C17H23BrN4NaO4", "method": "ωB97M-V with the def2-TZVPD basis set", "orbital_gap_ev": 5.07, "multiplicity": 1, "total_charge": -1, "homo_ev": -2.7, "elements": ["Na", "N", "C", "O", "C", "C", "H", "H", "H", "H", "H", "H", "C", "C", "C", "C", "C", "Br", "N", "C", "H", "H", "H", "H", "H", "H", "C", "C", "C", "C", "C", "C", "O", "N", "C", "O", "N", "C", "O", "H", "H", "H", "H", "H", "H", "H", "H", "H", "H", "H"], "positions_angstrom": [[-1.01, 1.56, 1.95], [-4.25, 1.24, 4.47], [-3.37, 1.02, 3.44], [-2.19, 0.82, 3.69], [-3.93, 1.09, 2.04], [-3.39, 2.40, 1.40], [-3.84, 1.48, 5.36], [-5.14, 1.64, 4.23], [-5.03, 0.94, 2.11], [-3.53, 0.23, 1.49], [-3.97, 3.24, 1.81], [-3.60, 2.37, 0.32], [-0.17, -4.22, 0.51], [0.36, -3.13, 1.38], [1.67, -3.10, 1.84], [2.14, -2.02, 2.56], [1.23, -1.00, 2.80], [1.83, 0.61, 3.63], [-0.02, -1.01, 2.42], [-0.45, -2.06, 1.73], [0.57, -5.00, 0.35], [-0.44, -3.81, -0.47], [-1.07, -4.68, 0.93], [2.34, -3.92, 1.59], [3.16, -1.94, 2.90], [-1.48, -2.02, 1.39], [3.47, -0.09, -1.50], [2.47, -0.15, -2.64], [1.18, 0.64, -2.34], [0.12, 0.42, -3.45], [0.56, 0.69, -4.88], [1.52, 2.11, -2.28], [2.13, 2.70, -3.16], [1.11, 2.77, -1.16], [0.62, 2.17, 0.01], [0.48, 2.90, 0.98], [0.34, 0.85, 0.04], [0.57, 0.09, -1.04], [0.31, -1.12, -1.05], [4.38, -0.64, -1.75], [3.06, -0.51, -0.58], [3.77, 0.94, -1.29], [2.17, -1.18, -2.83], [2.91, 0.26, -3.55], [-0.76, 1.03, -3.21], [-0.18, -0.62, -3.34], [0.99, 1.69, -5.00], [-0.30, 0.60, -5.55], [1.31, -0.03, -5.22], [1.33, 3.75, -1.09]]}

***

# 2
{"formula": "C17H23BrN4O3V", "method": "ωB97M-V with the def2-TZVPD basis set", "orbital_gap_ev": [8.57, 8.90], "multiplicity": 3, "total_charge": 1, "homo_ev": [-11.2, -11.4], "elements": ["V", "N", "C", "O", "C", "C", "H", "H", "H", "H", "H", "H", "C", "C", "N", "C", "N", "C", "C", "C", "N", "C", "H", "H", "H", "H", "H", "H", "H", "H", "H", "H", "H", "H", "H", "Br", "C", "C", "C", "C", "C", "C", "C", "O", "O", "H", "H", "H", "H"], "positions_angstrom": [[1.04, 0.42, -0.76], [3.74, -0.34, -3.67], [2.89, 0.23, -2.81], [2.11, -0.54, -2.09], [2.91, 1.69, -2.63], [2.15, 2.10, -1.35], [4.01, -1.29, -3.38], [4.64, 0.16, -3.82], [2.52, 2.12, -3.54], [3.95, 1.94, -2.57], [1.74, 3.12, -1.36], [2.82, 2.08, -0.48], [-1.85, -2.53, 0.16], [-0.72, -2.75, -0.84], [-0.37, -1.39, -1.32], [-1.25, -0.30, -1.34], [-0.57, 0.77, -1.90], [-1.21, 2.08, -1.85], [-2.74, 1.85, -1.73], [-3.19, 0.94, -0.65], [-2.40, -0.32, -0.69], [-2.96, -1.63, -0.27], [-1.37, -2.25, 1.08], [-2.32, -3.52, 0.37], [-1.03, -3.38, -1.68], [0.21, -3.20, -0.40], [0.33, -1.31, -2.09], [-1.13, 2.56, -2.85], [-0.81, 2.71, -1.00], [-2.96, 1.46, -2.73], [-3.22, 2.81, -1.64], [-4.27, 0.69, -0.67], [-2.93, 1.35, 0.39], [-3.67, -1.97, -1.05], [-3.56, -1.39, 0.61], [-0.34, -1.90, 6.76], [0.15, -0.84, 5.28], [-0.77, -0.66, 4.24], [-0.36, -0.12, 3.00], [0.98, 0.15, 2.83], [1.92, 0.02, 3.87], [1.50, -0.49, 5.09], [1.33, 0.57, 1.46], [2.31, 0.04, 0.84], [0.52, 1.39, 0.91], [-1.84, -0.88, 4.44], [-1.07, 0.04, 2.16], [2.96, 0.34, 3.76], [2.17, -0.65, 5.90]]}

***

# 3
{"formula": "C17H23ClINNdOPS", "method": "ωB97M-V with the def2-TZVPD basis set", "orbital_gap_ev": [5.94, 6.04], "multiplicity": 4, "total_charge": 2, "homo_ev": [-13.9, -13.9], "elements": ["C", "I", "H", "H", "H", "Nd", "P", "C", "C", "H", "H", "H", "C", "H", "H", "H", "H", "H", "H", "C", "O", "Cl", "N", "S", "C", "C", "C", "C", "C", "C", "C", "C", "C", "C", "C", "C", "H", "H", "H", "H", "H", "H", "H", "H", "H", "H", "H"], "positions_angstrom": [[2.19, -1.38, -0.29], [3.08, 1.35, 0.07], [1.41, -0.74, -0.75], [1.90, -1.65, 0.74], [2.27, -2.31, -0.88], [-1.63, 1.11, 1.80], [-0.50, 0.46, -2.15], [0.99, 0.92, -3.13], [-1.16, -0.89, -3.23], [-2.63, 1.59, -2.29], [-1.74, 1.72, -3.85], [-1.28, 2.75, -2.44], [-1.65, 1.77, -2.76], [-2.10, -1.23, -2.79], [-1.36, -0.52, -4.25], [0.75, 1.06, -4.20], [1.75, 0.14, -3.03], [-0.46, -1.72, -3.26], [1.40, 1.84, -2.71], [3.52, -0.71, -0.33], [4.61, -1.17, -0.52], [-3.40, 0.19, 0.25], [-0.96, -0.80, 2.41], [0.44, -0.34, 3.27], [-0.06, 1.13, 4.23], [-1.42, 1.40, 4.51], [-1.74, 2.67, 5.07], [-0.72, 3.51, 5.53], [0.62, 3.14, 5.40], [0.96, 1.97, 4.71], [0.50, -1.65, 4.50], [0.71, -1.39, 5.86], [0.82, -2.47, 6.75], [0.71, -3.78, 6.29], [0.45, -4.02, 4.93], [0.38, -2.96, 4.03], [-1.08, -1.81, 2.27], [-2.18, 0.60, 4.36], [-2.79, 2.99, 5.15], [-0.96, 4.46, 6.01], [1.41, 3.76, 5.84], [2.01, 1.68, 4.55], [0.80, -0.36, 6.22], [1.01, -2.28, 7.80], [0.83, -4.62, 6.98], [0.32, -5.03, 4.55], [0.23, -3.17, 2.97]]}

***

# 4
{"formula": "C17H23CoN9O3S", "method": "ωB97M-V with the def2-TZVPD basis set", "orbital_gap_ev": [7.64, 7.64], "multiplicity": 1, "total_charge": 1, "homo_ev": [-11.0, -11.0], "elements": ["Co", "N", "C", "S", "N", "N", "C", "C", "C", "C", "C", "C", "C", "C", "C", "C", "C", "C", "N", "H", "H", "H", "H", "H", "H", "H", "H", "H", "H", "H", "N", "N", "C", "N", "N", "N", "O", "O", "H", "H", "H", "H", "H", "C", "C", "C", "O", "H", "H", "H", "H", "H", "H", "H"], "positions_angstrom": [[-0.24, -1.20, 0.16], [-2.39, 0.48, 3.41], [-1.71, 0.14, 2.31], [-1.55, -1.56, 1.95], [-1.22, 1.10, 1.57], [-0.52, 0.64, 0.50], [-0.01, 1.47, -0.33], [-0.21, 2.93, -0.27], [-1.50, 3.46, -0.31], [-1.68, 4.83, -0.29], [-0.59, 5.68, -0.21], [0.70, 5.16, -0.15], [0.88, 3.78, -0.19], [0.78, 0.84, -1.40], [1.43, 1.53, -2.41], [2.18, 0.80, -3.33], [2.25, -0.57, -3.21], [1.55, -1.19, -2.19], [0.82, -0.50, -1.33], [-2.75, -0.21, 4.03], [-2.48, 1.46, 3.64], [-2.35, 2.80, -0.37], [-2.68, 5.24, -0.33], [-0.73, 6.75, -0.19], [1.55, 5.82, -0.08], [1.89, 3.38, -0.12], [1.35, 2.60, -2.47], [2.70, 1.32, -4.12], [2.84, -1.17, -3.90], [1.57, -2.26, -2.06], [-0.43, -3.33, -0.27], [-1.79, -3.62, -0.42], [-2.61, -2.60, -0.75], [-3.91, -2.84, -0.78], [-1.96, -1.47, -1.06], [-2.70, -0.41, -1.58], [-3.92, -0.44, -1.59], [-2.03, 0.51, -2.00], [0.11, -3.76, -1.02], [-0.06, -3.64, 0.63], [-2.16, -4.48, -0.04], [-4.27, -3.73, -0.47], [-4.52, -2.08, -1.03], [3.28, -0.79, 2.01], [2.18, -1.84, 2.09], [2.73, -3.25, 1.99], [1.25, -1.66, 1.06], [3.97, -0.89, 2.85], [2.85, 0.21, 2.03], [3.85, -0.91, 1.08], [1.67, -1.73, 3.06], [3.16, -3.41, 0.99], [1.94, -3.99, 2.17], [3.51, -3.41, 2.73]]}